A structure of composition C4H5HgLiO2 at a distorted geometry. Source: the OMol25 dataset; level of theory: ωB97M-V/def2-TZVPD.

Computed properties:
Total charge: +1
Energy relative to the best compared isomer or geometry (same formula, charge and spin): 150.5 kJ/mol
Spin multiplicity: 2
E_LUMO (alpha / beta): -0.1775 / -0.1876 Ha
Strongest force on any atom: 3.67 eV Å⁻¹
Electronic energy: -466.4525 Ha
HOMO-LUMO gap (alpha / beta): 5.9 / 5.8 eV

Last column: Mulliken charge in e.
Positions of all 13 atoms, in Å:
H: -2.739 -1.093 0.802  0.079
C: -0.998 -0.971 0.129  -0.334
C: -0.791 0.487 -0.101  0.328
C: 0.362 1.183 -0.027  -0.482
C: 1.674 0.593 0.216  0.088
O: 2.694 1.274 0.213  -0.676
Li: 4.537 1.148 0.339  0.952
H: -0.211 -1.448 0.747  0.352
H: -1.688 0.998 -0.465  0.325
H: 0.361 2.256 -0.232  0.335
H: 1.755 -0.504 0.318  0.270
O: -1.465 -1.644 -0.846  -0.388
Hg: -3.490 -2.280 -1.095  0.150

=====

The molecule C4H5I at a distorted geometry. Source: the OMol25 dataset; level of theory: ωB97M-V/def2-TZVPD.

Computed properties:
Energy relative to the best compared isomer or geometry (same formula, charge and spin): 296.7 kJ/mol
E_LUMO (alpha / beta): -0.0433 / -0.0434 Ha
Strongest force on any atom: 3.94 eV Å⁻¹
Electronic energy: -452.9352 Ha
HOMO-LUMO gap (alpha / beta): 7.1 / 6.9 eV

Last column: Mulliken charge in e.
Positions of all 10 atoms, in Å:
C: -0.338 -1.071 0.101  0.055
C: -1.374 -1.915 0.454  -0.574
C: -0.235 0.263 -0.084  0.077
C: 1.016 1.036 -0.445  -1.355
I: -2.713 -1.211 1.918  0.077
H: 0.630 -1.704 -0.161  0.200
H: -1.186 0.668 -0.033  0.359
H: 1.837 0.561 -0.825  0.434
H: 1.402 1.640 0.305  0.334
H: 0.961 1.732 -1.231  0.391

=====

A cluster of 2 separate species, C4H5I in total at a distorted geometry. Source: the OMol25 dataset; level of theory: ωB97M-V/def2-TZVPD.

Computed properties:
Energy relative to the best compared isomer or geometry (same formula, charge and spin): 447.3 kJ/mol
E_LUMO: -0.0270 Ha
Strongest force on any atom: 3.54 eV Å⁻¹
Electronic energy: -452.8778 Ha
HOMO-LUMO gap: 7.9 eV

Last column: Mulliken charge in e.
Positions of all 10 atoms, in Å:
C: -1.674 -2.356 0.236  -0.288
C: -1.107 -2.177 -0.804  -0.512
C: 1.076 1.439 -0.147  -0.691
C: 1.387 0.052 0.072  -0.183
I: 3.495 -0.271 0.004  0.010
H: -2.021 -2.309 1.246  0.364
H: 0.752 1.659 0.878  0.270
H: 0.320 1.715 -0.919  0.262
H: 1.895 2.240 -0.351  0.326
H: -0.687 -2.138 -1.730  0.441

=====

The molecule C4H5I at a distorted geometry. Source: the OMol25 dataset; level of theory: ωB97M-V/def2-TZVPD.

Computed properties:
Energy relative to the best compared isomer or geometry (same formula, charge and spin): 415.5 kJ/mol
E_LUMO (alpha / beta): -0.0096 / -0.0257 Ha
Strongest force on any atom: 5.34 eV Å⁻¹
Electronic energy: -452.8899 Ha
HOMO-LUMO gap (alpha / beta): 8.2 / 7.8 eV

Last column: Mulliken charge in e.
Positions of all 10 atoms, in Å:
C: 0.740 0.433 -0.304  -0.009
C: 0.792 1.688 0.172  -0.598
C: 0.005 -0.808 0.061  -0.326
C: -1.427 -1.254 0.201  -0.545
I: -2.891 0.184 0.157  0.062
H: 0.410 1.889 1.209  0.218
H: 1.175 2.473 -0.322  0.303
H: 0.303 -1.795 -0.287  0.351
H: 0.376 -0.769 1.176  0.254
H: -1.811 -2.090 -0.515  0.289

=====

A structure of composition C4H5I2O2 at a distorted geometry. Source: the OMol25 dataset; level of theory: ωB97M-V/def2-TZVPD.

Computed properties:
Total charge: -1
Energy relative to the best compared isomer or geometry (same formula, charge and spin): 63.7 kJ/mol
E_LUMO: 0.1027 Ha
Strongest force on any atom: 3.81 eV Å⁻¹
Electronic energy: -901.3491 Ha
HOMO-LUMO gap: 7.7 eV

Last column: Mulliken charge in e.
Positions of all 13 atoms, in Å:
C: 0.383 0.286 1.778  0.584
C: 0.117 0.779 -1.408  -0.996
C: -0.616 -0.227 -0.566  -0.570
C: 0.080 -0.840 0.633  -0.251
O: 1.525 0.430 2.104  -0.651
O: -0.633 0.881 2.087  -0.649
I: 1.864 -1.821 -0.118  0.038
I: -1.199 -2.289 1.623  0.026
H: 1.128 0.456 -1.853  0.225
H: 0.504 1.739 -0.874  0.247
H: -0.562 1.124 -2.158  0.364
H: -1.389 0.395 -0.041  0.310
H: -1.202 -0.913 -1.207  0.324

=====

The molecule C4H5IN2O at a distorted geometry. Source: the OMol25 dataset; level of theory: ωB97M-V/def2-TZVPD.

Computed properties:
Energy relative to the best compared isomer or geometry (same formula, charge and spin): 218.0 kJ/mol
SMILES string: C[C@@]1(I)C=NOC=N1
E_LUMO: 0.0051 Ha
Strongest force on any atom: 3.57 eV Å⁻¹
Electronic energy: -637.7624 Ha
HOMO-LUMO gap: 9.7 eV

Last column: Mulliken charge in e.
Positions of all 13 atoms, in Å:
C: -0.267 -1.641 0.080  -1.177
C: 0.472 -0.330 -0.085  0.387
I: 2.652 -0.621 -0.054  0.074
C: 0.188 0.555 -1.293  -0.218
N: -0.394 1.685 -1.212  -0.380
O: -0.718 2.233 -0.011  -0.200
C: -0.404 1.475 1.041  0.011
N: 0.163 0.364 1.186  -0.494
H: 0.274 -2.319 0.659  0.393
H: -0.625 -1.980 -0.856  0.323
H: -1.094 -1.390 0.714  0.386
H: 0.419 0.199 -2.242  0.506
H: -0.666 1.771 2.073  0.389

=====

Which of these has the highest strongest force on any atom?
number 4